{
  "formula": "C5H6O",
  "method": "the ωB97M-V functional and the def2-TZVPD basis",
  "elements": ["C", "C", "C", "C", "C", "O", "H", "H", "H", "H", "H", "H"],
  "xyz": [[0.24, -2.59, 0.17], [0.32, -1.26, 0.48], [0.54, 0.03, 0.14], [-0.41, 1.01, -0.35], [-0.63, 2.23, 0.47], [0.12, 2.30, -0.70], [0.50, -3.00, -0.80], [0.90, -1.56, 1.39], [0.10, -3.29, 0.99], [-1.24, 0.71, -0.99], [-0.07, 2.35, 1.41], [-1.61, 2.69, 0.45]],
  "mulliken_charge": [-0.71, 0.05, -0.56, 0.38, -0.37, -0.36, 0.24, 0.20, 0.24, 0.37, 0.26, 0.25],
  "lumo_energy_ha": [-0.0181, -0.0180],
  "e_tot_ha": -269.12454,
  "homo_energy_ev": [-8.04, -8.04],
  "relative_energy_kj_mol": 582.1,
  "spin_multiplicity": 1
}

---

{
  "formula": "C47H56IrN4O4P4",
  "method": "the ωB97M-V functional and the def2-TZVPD basis",
  "elements": ["Ir", "C", "C", "C", "C", "C", "C", "C", "C", "P", "C", "C", "C", "C", "C", "C", "C", "C", "C", "C", "C", "C", "C", "O", "C", "C", "C", "C", "C", "C", "P", "C", "C", "C", "C", "C", "C", "C", "C", "C", "C", "C", "C", "H", "H", "H", "H", "H", "H", "H", "H", "H", "H", "H", "H", "H", "H", "H", "H", "H", "H", "H", "H", "H", "H", "H", "H", "H", "H", "H", "H", "H", "H", "H", "H", "C", "N", "C", "P", "O", "O", "P", "O", "N", "C", "C", "N", "C", "C", "N", "C", "C", "H", "H", "H", "H", "H", "H", "H", "H", "H", "H", "H", "H", "H", "H", "H", "H", "H", "H", "H", "H", "H", "H", "H", "H"],
  "xyz": [[0.13, 0.17, -0.08], [4.33, 4.35, -2.14], [4.19, 4.13, -0.61], [5.17, 5.05, 0.12], [4.48, 2.67, -0.35], [5.78, 2.16, -0.35], [6.04, 0.80, -0.23], [4.99, -0.09, -0.09], [3.69, 0.38, -0.05], [2.29, -0.73, 0.26], [2.67, -2.20, -0.73], [2.22, -2.17, -2.05], [2.46, -3.25, -2.89], [3.14, -4.36, -2.41], [3.59, -4.39, -1.10], [3.36, -3.31, -0.25], [2.40, -1.11, 2.03], [1.94, -2.32, 2.55], [1.96, -2.55, 3.91], [2.41, -1.56, 4.77], [2.85, -0.34, 4.27], [2.85, -0.11, 2.90], [3.45, 1.75, -0.21], [2.13, 2.12, -0.23], [1.79, 3.45, -0.20], [0.43, 3.72, -0.09], [0.00, 5.04, 0.01], [0.94, 6.06, 0.02], [2.28, 5.77, -0.12], [2.74, 4.46, -0.26], [-0.78, 2.37, -0.12], [-1.72, 2.64, 1.40], [-2.91, 3.35, 1.49], [-3.52, 3.52, 2.72], [-2.94, 2.99, 3.87], [-1.74, 2.29, 3.79], [-1.14, 2.11, 2.56], [-1.78, 2.71, -1.58], [-3.13, 2.34, -1.62], [-3.87, 2.55, -2.78], [-3.26, 3.11, -3.89], [-1.91, 3.45, -3.86], [-1.17, 3.24, -2.71], [5.35, 4.14, -2.46], [4.10, 5.39, -2.39], [3.65, 3.70, -2.69], [6.19, 4.83, -0.16], [5.07, 4.94, 1.20], [5.00, 6.09, -0.14], [6.62, 2.84, -0.47], [7.06, 0.44, -0.26], [5.19, -1.15, -0.02], [1.71, -1.29, -2.43], [2.13, -3.22, -3.92], [3.32, -5.21, -3.06], [4.15, -5.24, -0.73], [3.73, -3.32, 0.77], [1.57, -3.08, 1.87], [1.64, -3.50, 4.31], [2.42, -1.73, 5.84], [3.22, 0.42, 4.94], [3.21, 0.83, 2.51], [-1.06, 5.26, 0.08], [0.61, 7.09, 0.12], [2.99, 6.59, -0.14], [-3.36, 3.79, 0.60], [-4.45, 4.07, 2.79], [-3.43, 3.11, 4.82], [-1.28, 1.91, 4.69], [-0.19, 1.57, 2.49], [-3.59, 1.89, -0.75], [-4.92, 2.30, -2.81], [-3.84, 3.29, -4.79], [-1.44, 3.89, -4.73], [-0.12, 3.51, -2.68], [-4.98, -0.63, -1.08], [-4.74, -1.13, 0.28], [-5.84, -1.89, 0.87], [-3.15, -1.37, 0.64], [-2.30, -0.22, 0.23], [-2.78, -2.68, -0.33], [-1.31, -3.05, -0.86], [-0.28, -2.28, -0.14], [-1.22, -4.70, -0.63], [-0.19, -5.23, 0.24], [-2.38, -5.56, -0.85], [-1.31, -2.83, -2.50], [-1.31, -1.46, -3.00], [-1.86, -3.82, -3.44], [-2.94, -1.84, 2.20], [-3.54, -3.05, 2.76], [-1.64, -1.53, 2.83], [-5.75, 0.14, -1.05], [-5.31, -1.42, -1.75], [-4.07, -0.18, -1.48], [-6.75, -1.65, 0.32], [-6.00, -1.60, 1.91], [-5.70, -2.97, 0.81], [0.64, -4.52, 0.32], [0.18, -6.18, -0.17], [-0.60, -5.43, 1.24], [-3.14, -5.05, -1.44], [-2.82, -5.84, 0.12], [-2.07, -6.47, -1.36], [-0.87, -0.78, -2.27], [-2.33, -1.12, -3.22], [-0.73, -1.41, -3.92], [-1.51, -4.82, -3.19], [-1.51, -3.58, -4.44], [-2.95, -3.81, -3.45], [-4.61, -3.08, 2.61], [-3.37, -3.04, 3.83], [-3.10, -3.96, 2.34], [-1.09, -0.81, 2.24], [-1.04, -2.44, 2.92], [-1.82, -1.11, 3.82]],
  "mulliken_charge": [2.18, -1.76, 1.80, -2.00, 0.88, -0.39, -1.52, -0.67, 0.12, 0.98, 0.79, -0.75, -0.77, -0.72, -0.95, -0.14, 0.34, 0.10, -0.89, -0.74, -0.87, -0.69, -0.83, 0.80, -0.57, 0.18, -0.30, -1.61, -0.09, 0.71, 0.30, 1.06, -0.40, -0.96, -0.68, -0.82, -0.60, 0.79, -0.86, -0.78, -0.81, -0.77, -0.83, 0.46, 0.44, 0.39, 0.48, 0.42, 0.50, 0.43, 0.46, 0.52, 0.47, 0.52, 0.48, 0.51, 0.51, 0.28, 0.51, 0.45, 0.52, 0.44, 0.55, 0.47, 0.40, 0.55, 0.48, 0.44, 0.56, 0.51, 0.51, 0.51, 0.46, 0.49, 0.44, -0.63, 0.34, -1.16, -0.81, 1.11, 0.02, -2.21, 0.28, 0.53, -0.31, -0.83, 0.91, -0.97, -1.00, 0.28, -0.90, -0.72, 0.47, 0.34, -0.26, 0.45, 0.33, 0.37, -0.21, 0.41, 0.32, 0.31, 0.34, 0.41, -0.07, 0.38, 0.47, 0.30, 0.41, 0.29, 0.28, 0.40, 0.20, -0.19, 0.43, 0.47],
  "charge": 3,
  "lumo_energy_ha": [-0.2490, -0.4584],
  "e_tot_ha": -3813.52723,
  "homo_energy_ev": [-14.82, -14.85],
  "relative_energy_kj_mol": 113.5,
  "s_squared": 6.01,
  "spin_multiplicity": 5
}

---

{
  "formula": "C6H10O",
  "method": "the ωB97M-V functional and the def2-TZVPD basis",
  "elements": ["C", "C", "C", "C", "O", "C", "C", "H", "H", "H", "H", "H", "H", "H", "H", "H", "H"],
  "xyz": [[-0.95, 0.75, -1.28], [-0.55, 0.75, 0.19], [-1.10, -0.35, 1.04], [0.36, -1.09, 0.95], [0.85, -1.72, -0.23], [1.62, -0.57, -0.60], [0.93, 0.29, 0.48], [-0.59, 1.68, -1.74], [-2.05, 0.76, -1.35], [-0.59, -0.09, -1.87], [-1.12, 1.59, 0.63], [-1.12, -0.11, 2.11], [-2.21, -0.18, 0.81], [0.76, -1.60, 1.85], [1.50, -0.31, -1.66], [2.70, -0.73, -0.41], [1.55, 0.94, 1.09]],
  "mulliken_charge": [-1.35, 0.14, -0.79, -0.10, -0.44, -0.56, -0.25, 0.31, 0.37, 0.35, 0.41, 0.27, 0.34, 0.38, 0.24, 0.27, 0.43],
  "lumo_energy_ha": 0.0389,
  "e_tot_ha": -309.72050,
  "homo_energy_ev": -9.41,
  "relative_energy_kj_mol": 320.0,
  "spin_multiplicity": 1,
  "smiles": "C[C@H]1C[C@H]2OC[C@@H]12"
}

---

{
  "formula": "C21H40F13N4O7P",
  "method": "the ωB97M-V functional and the def2-TZVPD basis",
  "elements": ["N", "P", "O", "O", "C", "O", "O", "C", "C", "C", "F", "F", "C", "F", "F", "C", "F", "F", "C", "F", "F", "C", "F", "F", "C", "F", "F", "F", "H", "H", "H", "H", "H", "H", "H", "C", "O", "C", "C", "C", "N", "H", "H", "H", "H", "H", "H", "H", "H", "H", "H", "H", "C", "O", "C", "C", "C", "N", "H", "H", "H", "H", "H", "H", "H", "H", "H", "H", "H", "C", "O", "C", "C", "C", "N", "H", "H", "H", "H", "H", "H", "H", "H", "H", "H", "H"],
  "xyz": [[-0.41, -6.68, 0.28], [0.47, -8.02, -0.31], [-0.73, -8.54, -1.28], [1.55, -7.26, -1.42], [0.98, -6.53, -2.40], [0.55, -7.03, -3.43], [0.93, -5.21, -2.12], [1.63, -4.47, -3.13], [1.56, -2.96, -2.90], [0.55, -2.44, -1.90], [0.89, -2.77, -0.65], [0.65, -1.09, -1.97], [-0.95, -2.78, -2.22], [-1.67, -1.64, -2.15], [-1.00, -3.18, -3.51], [-1.68, -3.83, -1.32], [-0.88, -4.43, -0.44], [-2.64, -3.19, -0.62], [-2.43, -4.96, -2.11], [-1.61, -5.62, -2.93], [-2.82, -5.84, -1.16], [-3.73, -4.48, -2.84], [-3.65, -3.21, -3.23], [-4.75, -4.58, -1.97], [-4.10, -5.37, -4.05], [-4.34, -6.62, -3.63], [-3.15, -5.37, -4.98], [-5.23, -4.87, -4.59], [-1.24, -6.56, -0.30], [0.16, -5.84, 0.18], [-0.37, -8.92, -2.09], [2.68, -4.76, -3.09], [1.29, -4.70, -4.12], [2.50, -2.62, -2.50], [1.40, -2.45, -3.84], [-2.64, 1.56, 1.60], [-2.64, 0.22, 1.15], [-3.68, -0.60, 1.64], [-5.00, -0.48, 0.85], [-5.80, 0.78, 1.17], [-4.79, -0.56, -0.59], [-3.00, 1.64, 2.63], [-3.25, 2.19, 0.95], [-1.62, 1.93, 1.57], [-3.32, -1.62, 1.54], [-3.84, -0.41, 2.71], [-5.62, -1.34, 1.15], [-5.36, 1.66, 0.70], [-6.82, 0.69, 0.79], [-5.85, 0.96, 2.24], [-4.35, -1.45, -0.81], [-4.09, 0.13, -0.84], [2.24, 6.55, 3.24], [1.31, 6.08, 4.20], [-0.05, 6.24, 3.84], [-0.59, 5.13, 2.94], [-0.14, 5.25, 1.48], [-0.24, 3.79, 3.43], [1.89, 7.44, 2.73], [2.47, 5.76, 2.52], [3.16, 6.79, 3.77], [-0.61, 6.22, 4.78], [-0.21, 7.23, 3.39], [-1.68, 5.22, 2.95], [0.90, 4.95, 1.35], [-0.74, 4.60, 0.85], [-0.25, 6.27, 1.12], [-0.62, 3.67, 4.36], [0.77, 3.78, 3.57], [6.12, 4.01, -1.40], [5.65, 2.96, -0.58], [6.08, 3.01, 0.77], [5.23, 3.92, 1.67], [5.52, 5.40, 1.49], [3.79, 3.68, 1.50], [7.13, 4.32, -1.13], [5.45, 4.87, -1.37], [6.14, 3.64, -2.43], [5.98, 1.98, 1.14], [7.14, 3.28, 0.82], [5.49, 3.66, 2.70], [5.08, 5.80, 0.57], [5.09, 5.98, 2.31], [6.59, 5.60, 1.46], [3.59, 2.71, 1.72], [3.59, 3.76, 0.51]],
  "mulliken_charge": [-0.59, 0.21, -0.44, -0.37, 0.78, -0.56, -0.01, -0.75, -0.92, 0.68, -0.27, -0.37, 0.62, -0.28, -0.30, 0.45, -0.38, -0.18, 0.59, -0.26, -0.44, 0.63, -0.26, -0.30, 0.63, -0.24, -0.21, -0.25, 0.43, 0.39, 0.34, 0.43, 0.40, 0.45, 0.37, -0.67, -0.28, -0.64, 0.41, -1.53, -0.68, 0.30, 0.23, 0.22, 0.23, 0.43, 0.44, 0.28, 0.38, 0.36, 0.12, 0.35, -0.31, -0.40, -0.83, 0.39, -1.22, -0.57, 0.30, -0.03, 0.24, 0.36, 0.41, 0.36, 0.10, 0.31, 0.37, 0.27, 0.26, -0.66, -0.36, -0.70, 0.23, -1.34, -0.48, 0.30, 0.24, 0.25, 0.36, 0.42, 0.33, 0.30, 0.19, 0.40, 0.26, 0.27],
  "lumo_energy_ha": 0.0174,
  "e_tot_ha": -3209.47467,
  "homo_energy_ev": -8.96,
  "relative_energy_kj_mol": 0.0,
  "spin_multiplicity": 1,
  "smiles": "NP(O)OC(=O)OCCC(F)(F)C(F)(F)C(F)(F)C(F)(F)C(F)(F)C(F)(F)F.COC[C@@H](C)N.COC[C@@H](C)N.COC[C@@H](C)N"
}

---

{
  "formula": "C17H28FeNO2P2",
  "method": "the ωB97M-V functional and the def2-TZVPD basis",
  "elements": ["Fe", "P", "C", "C", "N", "C", "C", "C", "C", "C", "P", "H", "H", "H", "H", "H", "H", "H", "H", "O", "H", "H", "O", "H", "C", "H", "H", "H", "C", "H", "H", "H", "C", "H", "H", "H", "C", "H", "H", "H", "C", "C", "C", "C", "C", "C", "H", "H", "H", "H", "H"],
  "xyz": [[0.19, 0.17, 0.32], [-0.37, 2.26, 0.86], [0.31, 3.09, -0.62], [1.51, 2.32, -1.09], [1.62, 1.01, -0.73], [2.72, 0.28, -1.11], [3.71, 0.87, -1.87], [3.61, 2.20, -2.24], [2.50, 2.93, -1.84], [2.79, -1.16, -0.73], [1.10, -1.76, -0.36], [2.39, 3.99, -2.04], [4.53, 0.24, -2.20], [4.38, 2.66, -2.84], [3.23, -1.74, -1.54], [3.41, -1.33, 0.16], [-0.48, 3.11, -1.39], [0.58, 4.12, -0.38], [-2.99, -0.29, -3.38], [-2.75, 0.63, -3.68], [-2.88, 0.54, -4.65], [-2.52, -3.59, -1.46], [-2.97, -3.52, -2.32], [-3.42, -4.39, -2.39], [0.60, -2.42, -1.96], [1.36, -3.13, -2.33], [-0.37, -2.94, -1.83], [0.49, -1.59, -2.67], [1.45, -3.20, 0.65], [0.48, -3.68, 0.83], [2.13, -3.89, 0.13], [1.91, -2.86, 1.59], [0.53, 3.07, 2.21], [0.45, 4.17, 2.12], [0.04, 2.74, 3.13], [1.59, 2.77, 2.19], [-1.98, 3.02, 0.93], [-2.44, 2.65, 1.85], [-1.89, 4.12, 0.96], [-2.54, 2.72, 0.03], [-2.72, -1.78, 3.49], [-1.54, -1.16, 3.91], [-0.67, -0.58, 2.98], [-1.02, -0.64, 1.62], [-2.19, -1.25, 1.17], [-3.05, -1.82, 2.13], [-3.39, -2.23, 4.23], [-1.28, -1.12, 4.97], [0.25, -0.09, 3.29], [-2.43, -1.27, 0.10], [-3.97, -2.29, 1.80]],
  "mulliken_charge": [-0.89, 0.75, -1.28, 0.77, 0.15, 0.73, -0.89, -0.48, -0.89, -1.32, 0.88, 0.50, 0.51, 0.46, 0.55, 0.45, 0.50, 0.57, 0.31, -0.63, 0.32, 0.29, -0.59, 0.33, -1.15, 0.43, 0.26, 0.41, -1.25, 0.39, 0.43, 0.45, -1.26, 0.43, 0.41, 0.39, -1.26, 0.41, 0.43, 0.46, -0.41, -0.78, 0.34, 0.27, -0.01, -0.79, 0.43, 0.41, 0.46, 0.58, 0.44],
  "charge": 2,
  "lumo_energy_ha": [-0.2446, -0.3243],
  "e_tot_ha": -2815.58965,
  "homo_energy_ev": [-13.27, -15.19],
  "relative_energy_kj_mol": 0.0,
  "s_squared": 8.79,
  "spin_multiplicity": 6
}

---

{
  "formula": "C6H10N5",
  "method": "the ωB97M-V functional and the def2-TZVPD basis",
  "elements": ["C", "N", "N", "N", "C", "C", "N", "C", "C", "C", "N", "H", "H", "H", "H", "H", "H", "H", "H", "H", "H"],
  "xyz": [[-2.66, 0.65, 0.73], [-2.08, 0.37, -0.51], [-1.98, -1.10, -0.57], [-0.68, -1.60, -0.30], [0.29, -0.58, -0.28], [-0.33, 0.67, -0.45], [0.32, 1.82, -0.38], [1.67, 1.78, -0.39], [2.33, 0.57, -0.29], [1.67, -0.73, -0.10], [2.30, -1.86, 0.17], [-2.81, -0.18, 1.35], [-2.17, 1.44, 1.37], [-3.65, 1.10, 0.49], [-2.21, -1.39, -1.48], [-0.59, -2.40, 0.45], [-0.14, 2.65, -0.27], [2.20, 2.71, -0.08], [3.38, 0.67, 0.02], [3.30, -1.82, 0.27], [1.81, -2.78, 0.25]],
  "mulliken_charge": [-0.79, -0.15, -0.40, -0.20, 0.44, 0.18, 0.02, -0.37, -0.56, 0.53, -0.44, 0.34, 0.31, 0.31, 0.26, 0.25, 0.19, 0.33, 0.29, 0.22, 0.24],
  "charge": 1,
  "lumo_energy_ha": -0.1338,
  "e_tot_ha": -508.04859,
  "homo_energy_ev": -12.19,
  "relative_energy_kj_mol": 320.1,
  "spin_multiplicity": 1,
  "smiles": "CN1NNc2c1[nH]ccc2=[NH2+]"
}